The following is a quantum chemistry calculation of a molecular structure, C35H25N8O3RuS2Sb, from the Open Molecules 2025 dataset.

Geometry as XYZ:
```
75
Properties=species:S:1:pos:R:3:mulliken_spin:R:1
Ru -0.2872 -0.1982 0.7006 0.51
C 6.1996 -0.5840 1.7656 0.01
C 6.0295 -1.9203 1.3775 0.00
C 4.7825 -2.4087 1.0283 0.01
C 3.7086 -1.5299 1.0746 -0.01
C 2.2900 -1.7075 0.7807 0.03
N 1.7630 -2.8639 0.3863 -0.01
C 0.4950 -3.0277 0.0950 0.03
C -0.0776 -4.3102 -0.3396 0.00
C 0.4641 -5.5766 -0.4470 0.00
C -0.3712 -6.5950 -0.8901 0.00
C -1.7041 -6.3436 -1.2172 0.00
C -2.2412 -5.0663 -1.1109 0.00
C -1.4063 -4.0598 -0.6657 0.00
C -1.6317 -2.6275 -0.4262 0.03
N -2.7550 -2.0143 -0.7209 -0.01
C -2.9668 -0.7210 -0.5064 0.03
N -2.1318 0.1862 0.0365 -0.01
C -2.7207 1.4264 0.0716 -0.01
N -2.2072 2.5511 0.5040 0.01
C -0.9733 2.7026 0.9851 -0.02
N -0.0187 1.7481 1.1082 0.01
C 1.1441 2.2942 1.5515 -0.02
N 2.3205 1.6867 1.6728 0.01
C 2.5605 0.4278 1.3938 -0.01
N 1.6667 -0.5294 0.9752 -0.01
C 3.8769 -0.1981 1.4619 0.00
C 5.1285 0.2913 1.8130 -0.01
C 0.9270 3.7143 1.7612 0.00
C 1.7646 4.7401 2.1869 0.00
C 1.2418 6.0185 2.2520 0.00
C -0.0904 6.2764 1.8943 0.00
C -0.9242 5.2608 1.4644 0.00
C -0.4032 3.9721 1.4017 0.00
C -4.0585 1.2975 -0.5026 0.00
C -5.0775 2.2159 -0.7138 0.00
C -6.2475 1.7573 -1.2959 0.01
C -6.3993 0.4130 -1.6595 0.00
C -5.3820 -0.5027 -1.4492 0.01
C -4.2106 -0.0417 -0.8661 -0.01
N -0.4839 -2.0862 0.0524 0.02
H 7.1885 -0.2353 2.0361 0.00
H 6.8894 -2.5780 1.3567 0.00
H 4.6339 -3.4391 0.7335 0.00
H 1.4960 -5.7600 -0.1789 0.00
H 0.0130 -7.6039 -0.9754 0.00
H -2.3302 -7.1620 -1.5505 0.00
H -3.2758 -4.8596 -1.3499 0.00
H 5.2500 1.3232 2.1157 0.00
H 2.7914 4.5322 2.4589 0.00
H 1.8671 6.8378 2.5846 0.00
H -0.4676 7.2896 1.9583 0.00
H -1.9525 5.4505 1.1847 0.00
H -4.9529 3.2515 -0.4254 0.00
H -7.0642 2.4466 -1.4713 0.00
H -7.3300 0.0886 -2.1078 0.00
H -5.4863 -1.5454 -1.7182 0.00
O -0.1545 -3.2296 2.8495 0.01
S -1.3730 -2.5047 3.1558 -0.01
O -2.4663 -2.7497 2.2338 0.01
O -1.7386 -2.4553 4.5530 0.00
S -0.8422 -0.4445 2.7969 0.41
C -0.1540 1.4873 -3.9175 0.00
Sb 0.7765 0.8653 -2.0864 0.00
C 2.5768 0.0997 -2.9617 0.00
C 1.5927 2.7875 -1.6255 0.00
H 0.5554 2.0685 -4.5065 0.00
H -1.0271 2.0986 -3.6919 0.00
H -0.4765 0.6183 -4.4896 0.00
H 2.9194 0.7710 -3.7491 0.00
H 2.4057 -0.8931 -3.3754 0.00
H 3.3425 0.0259 -2.1888 0.00
H 2.0395 3.2139 -2.5241 0.00
H 2.3519 2.6871 -0.8508 0.00
H 0.8091 3.4497 -1.2571 0.00
```

The spin multiplicity is 2. As for the charge: -1. The expectation value of S² is 0.77. For the total energy, the calculation gives -3144.2973 Eh. As for the HOMO-LUMO gap (alpha / beta): 0.1905 / 0.1783 Eh. Its maximum force is 0.9 eV Å⁻¹.

The following is a quantum chemistry calculation of a molecular structure, C35H26AuN3O2P in a non-equilibrium geometry, from the Open Molecules 2025 dataset.

Geometry as XYZ:
```
68
Properties=species:S:1:pos:R:3:mulliken_spin:R:1
Au 0.8631 -0.3338 -0.3846 0.26
O 0.4190 2.9244 -3.7855 0.01
C 1.6028 3.5147 -3.6321 0.01
C 1.9899 4.4707 -4.5829 -0.01
C 3.2044 5.1074 -4.4721 0.01
C 4.0750 4.8160 -3.4159 0.00
C 3.7072 3.8822 -2.4793 0.01
C 2.4685 3.2176 -2.5616 0.03
C 2.1064 2.2494 -1.5542 -0.06
O 1.0255 1.6308 -1.5888 0.11
N 2.9701 2.0686 -0.4982 0.51
N 2.7515 0.9569 0.1538 0.00
C 3.6181 0.5442 1.0319 0.21
C 3.2647 -0.5327 1.9232 0.00
C 4.1554 -0.9899 2.8985 0.08
C 3.7329 -2.0063 3.7452 -0.03
C 2.4571 -2.5199 3.5886 0.07
C 1.6380 -2.0023 2.5844 -0.01
N 2.0281 -1.0406 1.7796 0.07
H 0.2987 2.2853 -3.0556 0.00
H 1.3093 4.6837 -5.3944 0.00
H 3.4855 5.8425 -5.2130 0.00
H 5.0252 5.3221 -3.3373 0.00
H 4.3618 3.6476 -1.6538 0.00
H 4.5954 1.0144 1.0929 -0.01
H 5.1371 -0.5496 2.9960 0.00
H 4.3916 -2.3892 4.5102 0.00
H 2.0953 -3.3223 4.2140 0.00
H 0.6450 -2.3955 2.4099 0.00
C -5.2774 1.7083 -1.8919 0.02
C -4.4281 0.9247 -2.6665 -0.01
C -3.3049 0.3551 -2.0988 0.02
C -3.0385 0.5611 -0.7443 0.02
C -3.8819 1.3549 0.0267 0.04
C -5.0031 1.9241 -0.5524 -0.01
P -1.6025 -0.2466 -0.0419 0.22
C -1.4506 0.2784 1.6830 -0.01
C -1.8549 -0.5231 2.7449 -0.01
C -1.6515 -0.0937 4.0479 0.00
C -1.0557 1.1320 4.2940 0.01
C -0.6628 1.9369 3.2356 0.01
C -0.8568 1.5114 1.9371 0.04
C -1.9625 -2.0116 -0.0281 0.06
C -3.2281 -2.5079 0.1619 0.00
C -3.4416 -3.8965 0.1883 0.00
C -2.3933 -4.7552 -0.0098 0.01
C -1.0861 -4.2728 -0.2511 0.01
C -0.0057 -5.1386 -0.5354 0.00
C 1.2263 -4.6246 -0.8295 0.01
C 1.4385 -3.2290 -0.8246 -0.12
C 0.4199 -2.3614 -0.5390 0.34
C -0.8632 -2.8713 -0.2543 0.06
H -6.1537 2.1547 -2.3389 0.00
H -4.6403 0.7654 -3.7135 0.00
H -2.6395 -0.2517 -2.7009 0.00
H -3.6647 1.5241 1.0748 0.00
H -5.6632 2.5368 0.0451 0.00
H -2.3207 -1.4786 2.5603 0.00
H -1.9682 -0.7168 4.8712 0.00
H -0.9046 1.4656 5.3101 0.00
H -0.2049 2.8972 3.4236 0.00
H -0.5431 2.1414 1.1139 0.01
H -4.0649 -1.8345 0.2926 0.00
H -4.4388 -4.2776 0.3531 0.00
H -2.5563 -5.8242 -0.0115 0.00
H -0.1760 -6.2066 -0.5351 0.00
H 2.0490 -5.2839 -1.0693 0.00
H 2.4316 -2.8621 -1.0463 0.01
```

The spin multiplicity is 3. As for the charge: +1. The expectation value of S² is 2.04. For the total energy, the calculation gives -2140.8619 Eh. As for the HOMO-LUMO gap (alpha / beta): 0.2227 / 0.1841 Eh. The energy relative to the best compared isomer or geometry (same formula, charge and spin) is 45.8 kJ/mol. Its maximum force is 1.7 eV Å⁻¹.

The following is a quantum chemistry calculation of a molecular structure, C35H26BrCoF4NOPS2, from the Open Molecules 2025 dataset.

Geometry as XYZ:
```
72
Properties=species:S:1:pos:R:3:mulliken_spin:R:1
Co 1.2481 0.3484 0.4995 2.76
F 1.4770 4.7386 5.8438 0.00
C 1.0862 4.1861 4.7176 0.00
C -0.1774 4.4286 4.2221 0.00
F -0.9975 5.2273 4.8734 0.00
C -0.5782 3.8444 3.0284 0.00
F -1.7891 4.1624 2.5896 0.00
C 0.2508 2.9921 2.3141 0.02
P -0.2369 2.1818 0.7603 -0.01
C 0.2779 3.3297 -0.5394 0.00
C 0.0934 2.9408 -1.8692 0.00
C 0.4667 3.7882 -2.8985 0.00
C 1.0433 5.0198 -2.6077 0.01
C 1.2377 5.4047 -1.2909 0.00
C 0.8499 4.5652 -0.2537 0.01
C -2.0308 2.0306 0.7369 -0.01
C -2.8173 2.6557 -0.2218 0.01
C -4.1960 2.4845 -0.1939 0.00
C -4.7865 1.7140 0.7952 0.00
C -4.0019 1.1089 1.7711 0.00
C -2.6265 1.2608 1.7369 0.01
C 1.5317 2.7829 2.8383 -0.01
Br 2.8337 1.7103 1.9562 0.06
C 1.9509 3.3614 4.0120 0.00
F 3.1694 3.1485 4.4867 0.00
H -0.3575 1.9808 -2.0988 0.00
H 0.3101 3.4908 -3.9275 0.00
H 1.3386 5.6816 -3.4119 0.00
H 1.6819 6.3653 -1.0644 0.00
H 0.9967 4.8853 0.7709 0.00
H -2.3709 3.2828 -0.9813 0.00
H -4.8097 2.9741 -0.9386 0.00
H -5.8622 1.5994 0.8200 0.00
H -4.4660 0.5358 2.5638 0.00
H -2.0208 0.8303 2.5294 0.00
S 3.8302 -1.3839 0.5015 0.61
C 2.4543 -2.1958 0.9618 -0.10
N 1.2679 -1.5841 1.1648 0.19
C 0.2956 -2.4613 1.5211 0.09
C -1.0506 -2.1447 1.7913 0.01
C -1.8954 -3.1575 2.1392 0.03
C -1.4402 -4.5009 2.2275 0.10
C -0.1370 -4.8380 1.9634 -0.05
C 0.7399 -3.8086 1.6049 0.12
S 2.3965 -3.9069 1.2052 0.07
H -1.3908 -1.1214 1.7162 0.00
H -2.9330 -2.9409 2.3581 0.00
H -2.1401 -5.2769 2.5115 0.00
H 0.2017 -5.8631 2.0348 0.00
C -0.0721 -5.8687 -2.2196 0.00
C 0.4073 -4.4467 -2.2948 0.00
C -0.3748 -3.3955 -1.7994 0.00
C 0.0552 -2.0880 -1.8357 -0.01
C -0.9248 -0.9979 -1.4564 0.02
C 1.3310 -1.8141 -2.3916 0.04
C 1.9759 -0.5418 -2.2787 -0.01
O 1.7760 0.3044 -1.3878 0.05
C 2.0976 -2.8504 -2.9853 0.00
C 3.4246 -2.6098 -3.6725 0.01
C 1.6218 -4.1480 -2.9015 0.00
H -1.0177 -5.9503 -1.6870 0.00
H 0.6695 -6.4962 -1.7206 0.00
H -0.2084 -6.2804 -3.2220 0.00
H -1.3661 -3.6142 -1.4150 0.00
H -1.8907 -1.4301 -1.2002 0.00
H -1.0753 -0.3111 -2.2919 0.00
H -0.6265 -0.3893 -0.6038 0.02
H 2.7575 -0.3002 -3.0004 0.00
H 4.2203 -2.3668 -2.9643 0.00
H 3.3640 -1.8024 -4.4030 0.00
H 3.7307 -3.5076 -4.2034 0.00
H 2.2074 -4.9523 -3.3351 0.00
```

The spin multiplicity is 5. As for the charge: +2. The expectation value of S² is 6.05. For the total energy, the calculation gives -6972.7930 Eh. As for the HOMO-LUMO gap (alpha / beta): 0.2979 / 0.2025 Eh. The energy relative to the best compared isomer or geometry (same formula, charge and spin) is 0.0 kJ/mol. Its maximum force is 0.3 eV Å⁻¹.